[1]
C24H23N3OReS3Se | the ωB97M-V functional and the def2-TZVPD basis

Computed properties:
* charge: +2
* maximum force: 0.77 eV Å⁻¹
* 2S+1: 4
* expectation value of S²: 3.787

```
56
C24H23N3OReS3Se the ωB97M-V functional and the def2-TZVPD basis
Re 0.71 2.40 0.03
S -1.21 1.76 1.17
C -1.89 0.45 0.29
N -3.12 0.05 0.49
C -3.71 -0.95 -0.40
C -2.69 -1.99 -0.75
N -1.48 -1.34 -1.29
C -0.69 -2.11 -2.28
C 0.32 -3.02 -1.62
C -0.10 -4.14 -0.91
C 0.82 -4.98 -0.30
C 2.18 -4.71 -0.42
C 2.61 -3.61 -1.15
C 1.69 -2.77 -1.74
C -1.06 -0.23 -0.75
S 0.46 0.44 -1.17
C -3.99 0.55 1.58
C -4.22 -0.56 2.58
C -5.47 -1.15 2.71
C -5.67 -2.17 3.63
C -4.61 -2.60 4.42
C -3.35 -2.02 4.29
C -3.16 -1.00 3.37
H -4.09 -0.44 -1.29
H -4.55 -1.41 0.12
H -3.09 -2.67 -1.50
H -2.41 -2.57 0.13
H -0.20 -1.40 -2.94
H -1.40 -2.69 -2.86
H -1.16 -4.39 -0.85
H 0.48 -5.86 0.23
H 2.90 -5.37 0.05
H 3.67 -3.42 -1.26
H 2.03 -1.92 -2.32
H -4.93 0.85 1.12
H -3.52 1.41 2.04
H -6.30 -0.80 2.11
H -6.65 -2.61 3.74
H -4.77 -3.39 5.14
H -2.53 -2.35 4.91
H -2.18 -0.54 3.28
Se 4.14 2.42 -1.30
C 5.17 4.01 -1.54
C 5.07 4.67 -2.77
C 5.81 5.82 -2.97
C 6.65 6.29 -1.96
C 6.75 5.62 -0.75
C 6.01 4.47 -0.53
H 4.42 4.29 -3.55
H 5.75 6.34 -3.92
H 7.24 7.18 -2.13
H 7.41 5.98 0.02
H 6.09 3.93 0.41
O 0.92 4.44 0.33
S 2.28 4.67 -0.31
N 2.63 3.17 -0.63
```

[2]
C24H23N5O4 | the ωB97M-V functional and the def2-TZVPD basis

Computed properties:
* maximum force: 2.28 eV Å⁻¹
* SMILES: CC(=O)N(C(C)=O)c1c(CON=O)cc(Cc2ccccc2)c2nccnc12.c1cc[nH]c1

```
56
C24H23N5O4 the ωB97M-V functional and the def2-TZVPD basis
C -1.88 -4.73 1.01
C -0.86 -4.32 2.10
O -1.12 -4.61 3.24
N 0.40 -3.70 1.70
C 0.90 -4.72 0.75
C 1.58 -5.94 1.36
O 0.82 -4.62 -0.45
C 0.39 -2.39 1.15
C -0.61 -1.47 1.33
C -1.85 -1.65 2.19
O -1.53 -1.88 3.59
N -0.51 -0.99 4.02
O 0.29 -1.59 4.61
C -0.56 -0.18 0.73
C 0.47 0.25 -0.05
C 0.45 1.61 -0.71
C 0.19 2.78 0.23
C 1.27 3.60 0.55
C 1.15 4.70 1.36
C -0.09 5.05 1.88
C -1.16 4.24 1.57
C -1.04 3.13 0.76
C 1.56 -0.66 -0.20
N 2.60 -0.18 -0.95
C 3.57 -1.06 -1.04
C 3.59 -2.33 -0.42
N 2.59 -2.76 0.29
C 1.52 -1.93 0.39
H -1.73 -5.76 0.69
H -1.80 -4.10 0.11
H -2.90 -4.61 1.39
H 1.29 -6.81 0.76
H 2.67 -5.86 1.32
H 1.22 -6.14 2.38
H -2.48 -0.75 2.19
H -2.50 -2.48 1.90
H -1.37 0.53 0.88
H -0.36 1.60 -1.46
H 1.37 1.83 -1.26
H 2.25 3.35 0.13
H 2.01 5.34 1.57
H -0.18 5.94 2.50
H -2.13 4.53 1.97
H -1.92 2.54 0.53
H 4.43 -0.78 -1.65
H 4.47 -2.97 -0.56
C -1.41 4.81 -5.39
C -1.31 3.40 -5.40
C -1.40 2.97 -4.10
N -1.55 4.08 -3.30
C -1.57 5.20 -4.08
H -1.38 5.47 -6.24
H -1.18 2.76 -6.26
H -1.37 1.99 -3.67
H -1.64 4.07 -2.30
H -1.68 6.18 -3.64
```

Relative energy (zero: lowest compared OMol25 entry of this formula, charge and spin) for every record listed, in sequence, given in kcal per mole: 22.8 80.4.